1.
Molecular formula: C7H10
Method: DFT, the ωB97M-V functional and the def2-TZVPD basis

ΔE to the lowest compared entry with this formula, charge and spin in kcal/mol: 119.2
Frontier orbital gap in eV: 8.640
Maximum force in hartree/bohr: 0.008
E_tot in eV: -7415.864
LUMO energy in eV: -0.29

Last column: Löwdin charge in e.
Element x y z (Å)
C: -0.316926 -0.278680 2.005162  -0.1880
C: -0.332326 -1.727910 1.630739  0.1776
C: -1.053887 -0.706326 0.797230  -0.3470
C: -0.547633 -0.493633 -0.613242  -0.2806
C: -0.468374 0.993275 -1.055094  -0.1340
C: 1.061107 0.961663 -0.833531  -0.1703
C: 0.998040 -0.576392 -0.748700  -0.1461
H: -0.878311 -0.032560 2.900164  0.1046
H: 0.647384 0.217982 1.967366  0.0980
H: 1.551882 -1.047152 0.071878  0.0981
H: -2.135228 -0.727138 0.912781  0.1396
H: -1.111022 -1.154915 -1.282028  0.1356
H: -1.037532 1.717736 -0.461668  0.1077
H: -0.723500 1.120356 -2.110202  0.1039
H: 1.700948 1.378608 -1.617310  0.0987
H: 1.350573 1.414689 0.118481  0.0938
H: 1.294805 -1.059604 -1.682027  0.1086

Forces on the atoms, in the same order (eV/Å):
0.1882 -0.0582 0.2391
-0.1326 0.3511 -0.1357
-0.0931 -0.1688 0.0355
-0.0653 -0.1164 -0.0006
-0.0502 0.1429 -0.0807
0.1982 0.0957 0.0518
0.0994 -0.1178 -0.0541
-0.0570 0.0322 -0.0168
0.0520 -0.0672 0.0089
-0.1067 0.0070 -0.1688
0.0056 -0.0357 -0.0954
0.1466 0.1174 0.1052
0.0784 -0.1742 -0.1031
-0.0380 -0.0143 0.1026
-0.1700 -0.0201 0.1099
-0.0363 -0.0100 -0.1005
-0.0193 0.0363 0.1026


2.
Molecular formula: C43H84O47S13
Method: DFT, the ωB97M-V functional and the def2-TZVPD basis

Frontier orbital gap (spin up / spin down) in eV: 7.285 / 3.132
Charge: +1
Maximum force in hartree/bohr: 0.095
Spin multiplicity: 2
E_tot in eV: -283016.452
LUMO energy (spin up / spin down) in eV: -4.39 / -8.54

Last column: Löwdin charge in e.
Element x y z (Å)
C: -12.320010 -8.946450 22.602910  -0.2244
C: -11.126130 -9.627370 22.066640  -0.1408
O: -10.878270 -10.688650 22.998670  -0.1981
S: -12.251900 -11.268890 23.719780  0.8010
O: -12.097980 -11.312040 25.203290  -0.2501
O: -12.599800 -12.532970 23.040200  -0.2703
O: -13.157140 -9.916730 23.197490  -0.2121
H: -12.897910 -8.360280 21.888400  0.1112
H: -12.153120 -8.208390 23.387460  0.1018
H: -10.263480 -8.961350 22.047820  0.1415
H: -11.423810 -10.096450 21.128850  0.1270
C: -14.488360 2.177410 23.429490  -0.1856
C: -14.661510 3.243800 22.402150  -0.2063
O: -15.225270 2.622590 21.284630  -0.2169
S: -16.324380 1.410960 21.805460  0.7381
O: -16.374320 0.240870 20.961270  -0.2464
O: -17.553260 1.975500 22.300060  -0.2296
O: -15.447600 1.155530 23.177850  -0.1943
H: -14.538980 2.548180 24.453240  0.1362
H: -13.508860 1.699820 23.453350  0.1217
H: -13.746300 3.703950 22.029640  0.1438
H: -15.470300 3.890260 22.742790  0.1330
C: -13.419650 0.765870 17.316920  -0.1540
C: -12.753100 2.125120 17.400330  -0.1459
O: -11.639370 1.876820 18.229120  -0.2198
S: -11.932400 0.905750 19.458980  0.7280
O: -12.596330 1.733700 20.440400  -0.2331
O: -10.888610 -0.017740 19.968150  -0.2153
O: -13.107180 0.158120 18.539810  -0.2473
H: -13.037730 0.153280 16.500240  0.1170
H: -14.500040 0.910270 17.314850  0.1413
H: -13.362630 2.866360 17.917190  0.1365
H: -12.265220 2.568790 16.532440  0.1227
C: -12.731210 -5.277050 25.845060  -0.1636
C: -11.906290 -4.014320 25.348850  -0.1763
O: -12.248980 -3.983790 24.010080  -0.2372
S: -12.369860 -5.509720 23.326180  0.7924
O: -10.941280 -6.004510 23.290680  -0.2635
O: -13.267930 -5.660320 22.167800  -0.2398
O: -13.075700 -6.031670 24.732240  -0.2112
H: -13.614630 -4.855760 26.324840  0.1219
H: -12.253810 -5.932190 26.573730  0.1384
H: -10.830430 -4.182040 25.398860  0.1163
H: -12.072300 -3.035610 25.799040  0.1390
C: -11.698990 -12.755910 18.523260  -0.1561
C: -10.216400 -12.505890 18.578120  -0.2083
O: -9.883830 -11.418720 17.780530  -0.1686
S: -11.249970 -10.551700 17.376780  0.7056
O: -11.569280 -10.713980 15.981770  -0.2358
O: -11.137490 -9.228710 17.929570  -0.2519
O: -12.318620 -11.492260 18.287630  -0.2295
H: -12.155600 -12.866340 19.506840  0.1269
H: -11.997010 -13.448050 17.735710  0.1427
H: -9.598510 -13.363600 18.312310  0.1405
H: -9.836530 -12.290700 19.576860  0.1330
C: -15.062270 -10.029280 20.725000  -0.1846
C: -14.722200 -11.495240 20.361010  -0.1356
O: -15.451640 -11.838880 19.161780  -0.2013
S: -16.309420 -10.637580 18.558770  0.7452
O: -17.624630 -11.136630 18.228990  -0.2171
O: -15.377000 -10.035020 17.555590  -0.2839
O: -16.287720 -9.842580 20.068930  -0.2112
H: -14.449570 -9.224120 20.319530  0.1097
H: -15.140910 -9.824970 21.792790  0.1277
H: -15.014230 -12.183400 21.154260  0.1343
H: -13.643430 -11.650560 20.346070  0.0902
C: -9.264030 -5.506760 18.211250  -0.1495
C: -7.684490 -5.395960 18.125550  -0.1964
O: -7.197740 -6.440070 18.847960  -0.1815
S: -8.145720 -6.803770 20.132820  0.7561
O: -7.796940 -6.180710 21.415750  -0.2407
O: -8.395320 -8.247370 20.029210  -0.2567
O: -9.432200 -5.880910 19.561810  -0.2244
H: -9.691250 -6.321250 17.626270  0.1145
H: -9.702840 -4.537640 17.973860  0.1227
H: -7.302810 -4.448350 18.505630  0.1266
H: -7.406860 -5.627530 17.097250  0.1335
C: -9.915820 -1.398400 17.085960  -0.1452
C: -10.385710 -1.945440 15.775000  -0.1687
O: -10.701940 -0.790740 14.974110  -0.2403
S: -9.844250 0.540320 15.477990  0.8236
O: -10.531000 1.846730 15.215750  -0.2528
O: -8.443370 0.213200 15.027920  -0.2555
O: -10.034160 0.078160 17.074350  -0.2348
H: -8.968280 -1.708310 17.526660  0.1389
H: -10.573340 -1.668720 17.912210  0.0967
H: -11.341100 -2.463810 15.856340  0.1058
H: -9.675830 -2.584890 15.250330  0.1352
O: -20.510280 -5.371160 17.770860  -0.3086
S: -20.063180 -4.232790 18.598560  0.6600
O: -18.806290 -4.258690 19.320020  -0.3075
O: -20.171230 -2.878180 17.646840  -0.2775
C: -19.904240 -1.574300 18.172860  -0.2823
C: -18.477360 -1.255560 18.540290  -0.0708
C: -21.426290 -3.913840 19.741890  -0.1092
H: -20.529350 -1.467840 19.059430  0.1081
H: -20.280440 -0.844640 17.455810  0.1319
H: -18.427860 -0.232930 18.914280  0.0824
H: -18.092180 -1.298600 17.521520  0.0774
H: -17.946960 -1.865360 19.271680  0.0678
H: -22.194320 -3.314640 19.252830  0.0781
H: -20.982210 -3.450540 20.622940  0.0708
H: -21.917890 -4.853510 19.993770  0.0744
O: -7.496390 -2.734480 20.734090  -0.2942
S: -7.871590 -2.143390 21.980750  0.6912
O: -6.900260 -1.824440 23.079760  -0.3130
O: -8.736510 -0.810360 21.620250  -0.2818
C: -9.539110 -0.248790 22.637470  -0.3219
C: -9.471230 1.275280 22.584750  -0.0450
C: -9.316230 -3.171700 22.631950  -0.0757
H: -9.319270 -0.687380 23.610820  0.1127
H: -10.557050 -0.491990 22.332910  0.0981
H: -10.306630 1.567000 23.221230  0.0765
H: -9.422410 1.723000 21.592140  0.0830
H: -8.582810 1.485210 23.180340  0.0814
H: -9.597790 -2.691270 23.568970  0.0458
H: -9.037270 -4.225400 22.634820  0.0519
H: -10.078390 -2.895240 21.903410  0.0444
O: -13.536930 -2.112600 9.820860  -0.2672
S: -12.862490 -2.644790 10.987970  0.6718
O: -11.486440 -2.386780 11.356230  -0.2757
O: -13.840700 -2.453810 12.293740  -0.2761
C: -13.460440 -2.800290 13.609730  -0.2709
C: -14.315000 -1.949390 14.538990  -0.0257
C: -13.093770 -4.477510 10.842640  -0.1046
H: -12.385790 -2.837840 13.788070  0.1028
H: -13.678480 -3.868250 13.616160  0.0797
H: -13.939760 -2.030990 15.559110  0.0659
H: -15.300290 -2.414670 14.510530  0.0564
H: -14.510130 -0.901900 14.309230  0.0964
H: -13.257240 -4.937270 11.817310  0.0207
H: -12.282280 -4.931790 10.274110  0.0810
H: -13.994930 -4.462730 10.229620  0.0552
O: -16.104580 -6.426100 25.804520  -0.3061
S: -17.284100 -5.581040 26.020440  0.7130
O: -17.455760 -4.757650 27.227350  -0.2852
O: -17.404610 -4.526410 24.688840  -0.2834
C: -17.182380 -5.032920 23.370180  -0.2940
C: -16.363030 -3.996390 22.581490  -0.0560
C: -18.811520 -6.466510 25.559170  -0.1068
H: -18.119900 -5.299460 22.882220  0.1127
H: -16.616630 -5.964590 23.366470  0.1081
H: -16.328210 -4.312580 21.538940  0.0739
H: -15.416750 -3.730490 23.052620  0.0736
H: -16.927130 -3.084760 22.778550  0.0800
H: -18.934680 -7.273300 26.281670  0.0700
H: -18.768380 -6.900450 24.560200  0.0676
H: -19.606190 -5.746190 25.753410  0.0749
O: -12.109130 -3.546730 20.588840  -0.3128
S: -13.193720 -3.097100 19.628310  0.7284
O: -12.883950 -2.840690 18.197690  -0.3239
O: -14.363150 -4.255970 19.716310  -0.3076
C: -14.322280 -5.303510 18.741810  -0.2200
C: -13.070040 -6.268630 18.963460  -0.0248
C: -14.255130 -1.813540 20.334600  -0.0889
H: -14.467640 -4.877030 17.749290  0.0894
H: -15.201960 -5.862050 19.061620  0.1176
H: -12.769110 -6.743800 18.029790  0.0599
H: -13.231970 -7.001930 19.753490  0.0567
H: -12.159870 -5.735780 19.238730  0.0501
H: -14.635870 -2.332870 21.214050  0.0633
H: -15.008490 -1.586670 19.580220  0.0714
H: -13.613200 -0.936310 20.415010  0.0421
C: -15.683130 -6.214170 12.859010  0.0402
C: -16.587980 -5.206840 12.494610  0.0546
C: -17.303870 -4.586670 13.546380  0.0004
C: -17.007010 -4.874540 14.859210  0.0656
C: -15.999300 -5.862640 15.178890  0.0271
C: -15.400520 -6.556860 14.187110  -0.0231
H: -15.105810 -6.700420 12.086570  0.1356
H: -16.678070 -5.030940 11.432850  0.1368
H: -18.046430 -3.845780 13.289330  0.1298
H: -17.470580 -4.364310 15.690580  0.1353
H: -16.054570 -6.141640 16.220760  0.1281
H: -14.669440 -7.252840 14.571220  0.1299
C: -9.480150 -6.099260 12.966640  -0.0627
C: -10.745850 -5.532380 13.049470  -0.0636
C: -11.625650 -6.107160 14.041830  -0.1058
C: -11.224940 -7.156900 14.785920  -0.1229
C: -9.938680 -7.699840 14.774880  -0.0649
C: -9.030090 -7.051820 13.939140  -0.0607
H: -8.697180 -5.616800 12.400430  0.1027
H: -11.117320 -4.666760 12.521150  0.0595
H: -12.655730 -5.814280 14.181650  0.0587
H: -11.949070 -7.510290 15.505060  0.0895
H: -9.655230 -8.583550 15.327260  0.0999
H: -8.006270 -7.394080 13.971580  0.1028

Forces on the atoms, in the same order (eV/Å):
-0.9664 2.0338 1.1726
-0.2288 -0.5757 0.0481
-0.6554 -0.8448 1.3186
1.2299 -0.4331 1.0960
-0.6200 0.5989 -4.4771
0.0467 3.1450 1.0915
-0.0913 -3.0845 0.7065
-0.0433 -0.4878 -0.4631
0.7786 -0.2027 0.1244
0.0305 -0.3467 -0.3448
0.6206 0.1782 -0.4150
1.6082 -0.8927 1.1810
-1.0123 0.4905 0.1119
-2.3904 -3.1171 -1.7031
1.2053 1.4150 2.1963
0.6634 1.6654 0.6137
0.8984 -0.1971 -1.2909
-0.7948 -0.5325 -1.1825
-0.8521 0.1470 -0.0440
0.1321 -0.0983 -0.7263
-0.1574 0.2005 0.4557
0.6393 0.8862 0.2667
-0.1938 0.7742 -0.4208
0.3139 0.7284 0.2769
2.8591 -0.3083 1.6084
-0.8504 0.2767 -0.1356
0.5569 -1.1365 -0.3412
-2.7120 2.2626 -2.4723
1.0320 -1.2647 2.2671
-0.1347 0.0015 -0.0472
-0.0032 -0.3058 -0.3792
-0.3106 -0.0372 -0.1456
-0.6506 -0.3743 -0.3177
0.4027 1.9027 1.7600
1.0586 -2.0574 0.6485
-1.0914 0.0575 -3.9899
2.7286 0.1067 1.7318
-4.4534 1.0615 -0.4368
2.0283 0.5686 3.3315
-0.2160 -0.9549 -2.9300
-0.4282 -0.4531 -0.2589
0.3984 0.2634 -0.1648
0.1485 -0.2238 0.2666
-0.7281 -0.3099 0.0197
-0.9420 0.4367 0.5568
1.3121 -1.2722 1.7291
-1.7587 1.9732 -1.7571
-0.3278 -0.8809 0.4378
0.5672 0.0910 1.3325
-0.2624 -1.2077 -0.3286
1.8460 2.6086 -1.9761
0.5061 -1.6241 -0.0194
-0.0684 -0.1845 0.2971
-0.3421 -0.1137 -0.6112
-0.4979 0.2487 0.3547
0.3517 -0.1231 -0.8816
0.4541 0.1754 1.1903
0.4250 -0.2272 0.3513
2.6927 -0.2318 0.1890
1.8633 1.5347 0.5078
-3.1230 -0.4554 2.4249
-2.5568 0.1351 -2.4177
0.9437 -0.5142 -0.1090
-0.4509 -0.4145 -0.0962
-0.6139 0.1116 -0.0959
-0.0607 0.1288 -0.9891
1.8930 -0.2560 0.1031
-1.9659 1.0077 -2.1065
0.3797 -2.1420 2.9069
-1.1151 0.1218 0.4591
-0.3678 -1.5501 -2.9289
0.3937 2.9604 0.4569
0.5870 -0.8890 1.6154
0.2055 0.2004 -0.5549
-0.2955 -0.1192 0.4307
-0.1616 0.1404 -0.1585
0.2795 0.5587 -0.0655
-0.2364 0.7987 2.7556
-0.3324 0.3123 -0.9440
-0.1492 1.7609 -0.5491
1.9354 -0.9724 -0.3505
1.9837 -4.3889 0.8136
-4.1294 1.8290 1.4476
0.7251 -0.0361 -2.2773
0.5514 0.2679 -0.9777
-0.4817 -0.0044 -0.2482
0.1026 -0.1201 0.2527
0.1714 0.1913 0.0463
1.5502 2.5032 1.0819
-1.8194 -0.7095 -0.7565
-0.9273 0.0259 -0.9282
0.6858 -1.9113 -0.1873
-0.9161 0.1881 2.3733
-0.0438 0.2138 -1.1323
0.3862 -0.0996 -0.0260
-0.2939 0.1148 0.0990
0.0708 -0.3594 -0.2348
-0.0647 0.0939 -0.2178
1.4287 0.1210 0.2897
-0.3545 -0.3424 -0.3450
0.3342 0.2174 -0.0067
-0.3240 0.1042 -0.0416
0.4599 -0.1389 0.0011
0.4849 0.5387 -0.0246
-0.5120 -0.0794 3.3861
-2.3989 -0.7772 -3.0868
1.9075 -1.1424 -0.5515
-1.3944 0.6257 -0.9324
0.9321 -1.0642 1.7447
1.3521 1.6745 -0.7210
0.1389 0.4393 0.0534
-0.1953 -0.4653 0.3513
-0.1923 0.6157 -0.4136
-0.2632 -0.2368 0.2159
0.2224 0.7438 -0.3670
0.1655 -0.6819 0.1768
-0.1069 0.2316 0.1762
-0.0866 -0.5640 -0.1017
0.9289 0.1048 1.9469
0.0314 -2.2152 0.1780
-1.4861 0.3381 -0.3318
0.3819 1.3726 -2.4491
0.3552 -0.3990 -0.1684
-0.2868 -1.0416 0.5194
-0.3060 1.3553 -0.5830
0.1773 0.9986 -0.1969
-0.5828 -0.2533 0.9526
-0.0192 0.0174 0.1063
-0.2667 0.0556 0.2470
0.7314 -0.0931 -0.4652
0.2276 0.0613 -0.1270
0.0311 0.1132 0.2416
-0.0810 -0.4865 0.1041
-1.8367 1.3231 0.6596
0.2372 0.8757 -1.4750
0.3386 -1.7748 -2.6831
0.3563 -0.5884 1.8891
1.4317 -0.5789 -0.3317
-1.4619 0.2481 1.1910
0.4828 -0.1147 1.6628
-0.2823 0.5196 0.0072
0.1450 -0.1608 0.5129
0.2675 0.4232 0.0393
0.3379 -0.8276 -0.2060
-0.2059 0.3684 -0.9120
0.0601 -0.0799 0.0006
0.1781 0.4432 0.0791
0.0276 -0.0369 -0.4419
-2.8488 1.9328 -3.0656
1.5206 -1.7709 0.8597
-0.3207 -0.5617 2.4444
1.0637 1.3617 -0.4038
0.9363 -1.5414 1.4198
-0.3313 1.1247 -0.8255
1.1127 -0.7530 -0.9156
0.3901 -0.1368 -0.0971
-0.1708 -0.1244 -0.5398
-0.4156 -0.3905 -0.0440
-0.2803 0.0593 -0.2057
-0.2163 0.3876 0.2053
-0.0212 0.6979 0.1686
-0.0475 -0.2247 0.2116
-0.3516 -0.2679 0.8158
1.7132 -0.9182 0.2195
-1.2995 0.6609 1.7716
0.1685 0.2529 -2.6211
0.6163 -0.1242 0.1597
-2.1066 0.1490 0.3266
0.6911 0.2033 1.0946
-0.1122 -0.2201 -0.1927
-0.4390 0.4851 0.0900
-0.0509 0.0862 0.1251
-0.3029 0.1265 -0.0796
0.9826 -0.1889 0.1520
0.1086 -0.5952 -0.9346
0.8281 0.7554 1.7751
-1.0439 -1.3284 1.8038
0.8467 1.1325 -2.1635
-0.1053 -1.3241 1.6698
0.2774 1.1252 -1.0460
-1.0867 -0.5800 -0.8494
-0.1322 -0.0691 -0.4951
0.5573 -0.0617 -0.4369
-0.0497 0.5593 -0.1560
-0.0410 -0.5182 0.1164
-0.0663 0.2045 0.3364
0.1630 0.1569 -0.3578


3.
Molecular formula: CH4Cl2P2
Method: DFT, the ωB97M-V functional and the def2-TZVPD basis

ΔE to the lowest compared entry with this formula, charge and spin in kcal/mol: 84.3
Frontier orbital gap in eV: 7.825
Maximum force in hartree/bohr: 0.039
E_tot in eV: -44720.850
LUMO energy in eV: -0.15

Last column: Löwdin charge in e.
Element x y z (Å)
C: -1.531306 0.553737 0.612263  -1.2821
P: 1.709422 -0.383336 -1.048835  0.5954
P: 0.299115 0.208891 0.593706  0.4857
Cl: -2.044702 -1.039108 -0.176401  0.2999
Cl: -1.891710 1.933829 -0.464734  0.3770
H: 1.265175 -1.586380 -0.523192  -0.1802
H: 0.607582 -0.298176 -1.809776  -0.2042
H: 0.808824 1.297078 1.234313  -0.0674
H: 0.777603 -0.686534 1.582658  -0.0240

Forces on the atoms, in the same order (eV/Å):
1.3928 -1.1760 -0.1803
0.6681 0.5634 1.4527
-0.2634 0.7411 0.6554
-0.4470 0.2048 -0.0273
0.2145 -0.3001 0.0502
0.1811 -1.0454 -0.3260
-1.3393 0.0342 -1.5191
0.4518 1.0740 0.1223
-0.8586 -0.0961 -0.2279


What is the formula in the third record?
CH4Cl2P2